Density functional theory data (ωB97M-V with the def2-TZVPD basis set) for a structure of composition C48H53CaF6NO6S4Sb at a distorted geometry.

Element x y z (Å)
1 Ca 1.0233 1.3265 0.8531
2 F 3.1995 2.4378 5.4429
3 C 2.2945 3.0040 4.6620
4 F 2.8851 3.8636 3.8442
5 F 1.3875 3.6351 5.3937
6 S 1.4113 1.6763 3.7261
7 O 0.5855 2.3854 2.7325
8 O 0.7403 0.9108 4.7150
9 N 2.5445 0.7820 2.9757
10 S 3.6932 1.3352 1.9919
11 O 3.0689 2.1512 0.9291
12 O 4.8674 1.8443 2.6088
13 C 4.2192 -0.2760 1.1551
14 F 5.4738 -0.5134 1.4580
15 F 3.4603 -1.2963 1.5334
16 F 4.0910 -0.1162 -0.1607
17 C 3.1773 -3.3610 -6.2571
18 C 2.6141 -2.7949 -4.9859
19 C 3.0485 -3.2543 -3.7498
20 C 2.5147 -2.7455 -2.5739
21 C 1.5269 -1.7755 -2.6475
22 C 1.0754 -1.2919 -3.8738
23 C 1.6278 -1.8032 -5.0304
24 S 0.8868 -1.2127 -1.1160
25 O 0.8932 0.3246 -1.1245
26 C -0.8519 -1.5872 -1.2766
27 C -1.7031 -0.6295 -1.8768
28 C -3.0225 -0.9336 -2.0204
29 C -3.5440 -2.1792 -1.5746
30 C -4.9168 -2.4979 -1.7201
31 C -5.4044 -3.6853 -1.2589
32 C -4.5474 -4.6115 -0.6215
33 C -3.2217 -4.3306 -0.4661
34 C -2.6872 -3.1100 -0.9510
35 C -1.3091 -2.7826 -0.7947
36 C -0.3603 -3.6544 -0.0458
37 C 0.2566 -4.7683 -0.6897
38 C -0.1001 -5.1576 -2.0081
39 C 0.5302 -6.2065 -2.6088
40 C 1.5481 -6.9156 -1.9286
41 C 1.9166 -6.5521 -0.6672
42 C 1.2840 -5.4618 -0.0185
43 C 1.6824 -5.0340 1.2761
44 C 1.0808 -3.9768 1.8854
45 C 0.0405 -3.2872 1.2143
46 S -0.8077 -1.8903 1.9532
47 O 0.0991 -0.6712 1.8419
48 C -0.7881 -2.3541 3.6482
49 C -1.8377 -3.1552 4.0821
50 C -1.8537 -3.5758 5.4016
51 C -0.8504 -3.1909 6.2892
52 C -0.8759 -3.6556 7.7173
53 C 0.1789 -2.3747 5.8251
54 C 0.2231 -1.9545 4.5063
55 H 4.2305 -3.6156 -6.1448
56 H 3.0800 -2.6570 -7.0818
57 H 2.6474 -4.2735 -6.5380
58 H 3.8179 -4.0147 -3.6978
59 H 2.8556 -3.1033 -1.6097
60 H 0.3136 -0.5252 -3.9227
61 H 1.2905 -1.4301 -5.9895
62 H -1.3083 0.3216 -2.2068
63 H -3.6951 -0.2177 -2.4782
64 H -5.5703 -1.7811 -2.2009
65 H -6.4538 -3.9198 -1.3772
66 H -4.9497 -5.5468 -0.2560
67 H -2.5632 -5.0393 0.0210
68 H -0.8733 -4.6122 -2.5342
69 H 0.2531 -6.4981 -3.6133
70 H 2.0346 -7.7494 -2.4170
71 H 2.6990 -7.0906 -0.1470
72 H 2.4796 -5.5675 1.7790
73 H 1.3875 -3.6702 2.8741
74 H -2.6351 -3.4403 3.4064
75 H -2.6673 -4.1959 5.7567
76 H -1.8805 -3.9495 8.0169
77 H -0.5300 -2.8757 8.3947
78 H -0.2219 -4.5193 7.8528
79 H 0.9571 -2.0529 6.5063
80 H 1.0192 -1.3156 4.1491
81 C 2.1860 5.3859 -1.2614
82 C 1.0103 5.5593 -0.2922
83 C 1.5751 5.4875 1.1319
84 C 0.3588 6.9233 -0.5040
85 Sb -0.2902 3.8527 -0.5514
86 C -2.1155 4.3648 0.5163
87 C -2.8922 3.0659 0.7549
88 C -1.7483 4.9389 1.8877
89 C -3.0064 5.3753 -0.2033
90 C -0.8380 3.7977 -2.6484
91 C -1.0567 5.1761 -3.2737
92 C 0.3194 3.0997 -3.3802
93 C -2.1029 2.9476 -2.8592
94 H 2.9438 6.1439 -1.0394
95 H 1.9031 5.5104 -2.3072
96 H 2.6701 4.4108 -1.1549
97 H 2.3028 6.2956 1.2585
98 H 2.1001 4.5502 1.3181
99 H 0.8140 5.6079 1.9043
100 H 1.1213 7.6998 -0.3779
101 H -0.4258 7.1286 0.2247
102 H -0.0688 7.0503 -1.4994
103 H -2.3050 2.3203 1.3006
104 H -3.2485 2.6057 -0.1675
105 H -3.7732 3.2776 1.3700
106 H -1.0862 4.2882 2.4623
107 H -2.6678 5.0591 2.4701
108 H -1.2814 5.9219 1.8220
109 H -3.3889 5.0065 -1.1535
110 H -2.4909 6.3196 -0.3885
111 H -3.8767 5.6005 0.4228
112 H -0.1582 5.7922 -3.2609
113 H -1.8565 5.7347 -2.7861
114 H -1.3438 5.0500 -4.3238
115 H 1.2409 3.6847 -3.3554
116 H 0.0467 2.9678 -4.4325
117 H 0.5479 2.1164 -2.9613
118 H -3.0116 3.5481 -2.8412
119 H -2.2390 2.1444 -2.1319
120 H -2.0539 2.4783 -3.8468

Atoms 1-6, force components in eV/Å:
Ca -1.43 -0.86 -0.93
F -0.03 0.04 0.01
C 0.00 0.01 0.08
F -0.03 -0.05 -0.10
F 0.07 0.04 -0.01
S 0.69 -0.06 -0.51

Values from the calculation:
* LUMO energy: -2.538 eV
* charge: +1
* multiplicity: 1
* highest occupied orbital energy: -10.70 eV



Density functional theory data (ωB97M-V with the def2-TZVPD basis set) for a structure of composition C40H60F5InN5O3Si.

Element x y z (Å)
1 In -1.7868 -1.0470 -0.9730
2 C -4.3318 -1.2439 1.4252
3 C -4.1700 -2.6404 0.8567
4 N -3.7329 -2.6955 -0.5600
5 C -3.3657 -4.0968 -0.8284
6 C -2.6450 -4.3054 -2.1399
7 C -4.8382 -2.2280 -1.4237
8 C -4.3896 -1.1289 -2.3695
9 N -3.6620 -0.1458 -1.5895
10 C -4.0135 1.1640 -1.5330
11 C -3.5434 1.9609 -0.4722
12 F -2.7799 1.3565 0.4606
13 C -3.7843 3.3064 -0.3531
14 F -3.2563 3.9634 0.6939
15 C -4.5577 3.9846 -1.2760
16 C -5.0571 3.2314 -2.3170
17 F -5.8069 3.8230 -3.2577
18 C -4.8050 1.8792 -2.4529
19 F -5.3024 1.2604 -3.5457
20 H -4.6565 -1.3283 2.4634
21 H -3.3836 -0.7033 1.4339
22 H -5.0530 -0.6275 0.8887
23 H -3.4271 -3.1631 1.4526
24 H -5.1136 -3.1985 0.9428
25 H -2.7280 -4.4177 -0.0043
26 H -4.2729 -4.7170 -0.8072
27 H -1.6971 -3.7610 -2.1524
28 H -2.4204 -5.3637 -2.2777
29 H -3.2448 -3.9815 -2.9919
30 H -5.2881 -3.0591 -1.9793
31 H -5.6199 -1.8147 -0.7865
32 H -3.7433 -1.5467 -3.1540
33 H -5.2674 -0.7329 -2.8723
34 H -4.7541 5.0421 -1.1932
35 C 2.8510 -1.9934 5.8090
36 C 1.5429 -1.2194 5.7408
37 N 1.1786 -0.8374 4.3751
38 C 0.3259 -1.6316 3.6815
39 C -0.1216 -1.3883 2.4246
40 C -1.0559 -2.3988 1.8240
41 O -1.6345 -3.1701 2.5794
42 O -1.1311 -2.3966 0.5391
43 C 0.2808 -0.1910 1.7437
44 O -0.1947 0.1972 0.6809
45 C 1.3378 0.5806 2.4359
46 C 1.9559 1.6399 1.7756
47 C 2.9346 2.3605 2.3986
48 F 3.5921 3.3243 1.7103
49 C 3.2914 2.1233 3.7282
50 C 2.6936 1.0635 4.3840
51 C 1.7454 0.2568 3.7406
52 N 4.2158 2.9418 4.4424
53 C 4.3323 4.3420 4.0830
54 C 4.9057 5.1049 5.2621
55 N 6.2599 4.5212 5.5761
56 C 6.1484 3.0559 5.9075
57 C 5.5048 2.3424 4.7334
58 H 3.0979 -2.2234 6.8455
59 H 3.6761 -1.4279 5.3743
60 H 2.7670 -2.9328 5.2630
61 H 1.5719 -0.3208 6.3571
62 H 0.7255 -1.8277 6.1224
63 H -0.0444 -2.5057 4.2017
64 H 1.6625 1.8855 0.7624
65 H 2.9554 0.8918 5.4182
66 H 3.3507 4.7491 3.8496
67 H 4.9717 4.5050 3.2028
68 H 4.2947 4.9784 6.1536
69 H 5.0361 6.1633 5.0455
70 H 6.7129 5.0308 6.3345
71 H 6.8518 4.6238 4.7477
72 H 5.5209 2.9868 6.7942
73 H 7.1454 2.6795 6.1273
74 H 5.3760 1.2960 5.0033
75 H 6.1806 2.3760 3.8617
76 C -0.1805 -0.6330 -5.8516
77 C -1.0825 -0.7826 -4.6094
78 C -2.1364 0.3362 -4.6500
79 C -1.8233 -2.1184 -4.7522
80 Si -0.0602 -0.6891 -2.9692
81 C 1.2730 -2.1141 -2.8087
82 C 2.6885 -1.6350 -3.1776
83 C 0.9818 -3.3089 -3.7246
84 C 1.3238 -2.6468 -1.3770
85 C 0.5788 1.1142 -2.6521
86 C 1.6760 1.1721 -1.5817
87 C -0.5712 1.9737 -2.1014
88 C 1.1255 1.7762 -3.9265
89 H -0.7793 -0.8279 -6.7479
90 H 0.6505 -1.3405 -5.8597
91 H 0.2333 0.3665 -5.9530
92 H -2.7505 0.2127 -5.5478
93 H -1.6880 1.3273 -4.7051
94 H -2.8036 0.3111 -3.7830
95 H -2.6264 -2.0013 -5.4874
96 H -2.2769 -2.4465 -3.8203
97 H -1.1764 -2.9162 -5.1081
98 H 2.7388 -1.2141 -4.1856
99 H 3.3691 -2.4930 -3.1498
100 H 3.0774 -0.9032 -2.4807
101 H 0.9716 -3.0476 -4.7815
102 H 0.0383 -3.7963 -3.4769
103 H 1.7746 -4.0510 -3.5806
104 H 1.4869 -1.8539 -0.6406
105 H 2.1461 -3.3666 -1.2907
106 H 0.4077 -3.1614 -1.0941
107 H 1.3396 0.6660 -0.6740
108 H 1.8631 2.2251 -1.3345
109 H 2.6211 0.7540 -1.9055
110 H -0.8536 1.6390 -1.1024
111 H -1.4612 1.9837 -2.7287
112 H -0.2262 3.0096 -2.0017
113 H 1.8827 1.1686 -4.4269
114 H 1.5956 2.7283 -3.6558
115 H 0.3389 2.0021 -4.6440

Atoms 1-6, force components in eV/Å:
In 0.04 -0.16 -0.40
C 0.03 -0.03 0.05
C 0.02 0.02 0.09
N -0.06 0.06 0.00
C -0.01 -0.16 0.03
C -0.06 -0.01 -0.01

Values from the calculation:
* LUMO energy: -3.321 eV
* charge: +1
* energy relative to the best compared isomer or geometry (same formula, charge and spin): 30.6 kJ/mol
* multiplicity: 1
* highest occupied orbital energy: -8.57 eV



Density functional theory data (ωB97M-V with the def2-TZVPD basis set) for the molecule C2FN3O at a distorted geometry.

Element x y z (Å)
1 C -2.1209 0.1633 -0.4376
2 C 1.9465 0.2876 0.1485
3 N -1.0813 -0.2372 0.0512
4 N 1.1059 -0.5510 0.0039
5 N -0.1223 -1.0303 0.1609
6 O 2.8948 0.9343 -0.0288
7 F -3.0738 0.6943 0.2105

Atoms 1-6, force components in eV/Å:
C 0.16 -0.59 -1.99
C 0.15 -0.06 -1.34
N 2.19 -0.52 0.70
N 0.01 0.13 0.22
N -1.64 -0.59 0.32
O 0.44 0.65 0.81

Values from the calculation:
* LUMO energy (spin up / spin down): -1.144 / -1.145 eV
* energy relative to the best compared isomer or geometry (same formula, charge and spin): 198.6 kJ/mol
* multiplicity: 1
* highest occupied orbital energy (spin up / spin down): -9.31 / -9.31 eV



Density functional theory data (ωB97M-V with the def2-TZVPD basis set) for the molecule C3H8OS2 at a distorted geometry.

Element x y z (Å)
1 C -0.2580 0.7268 -1.2805
2 C -0.2077 -0.3190 -0.0974
3 C -0.3570 0.4135 1.2104
4 H 0.1701 -0.3993 -2.8231
5 H -0.9361 1.4833 -0.9603
6 H 0.7037 1.3028 -1.3626
7 H -0.9918 -1.0059 -0.2028
8 H 2.1556 -0.9414 -0.1812
9 H 0.5341 1.0892 1.5181
10 H -1.3234 0.9180 1.3519
11 H 0.6486 -1.0777 2.7761
12 O -0.5877 0.1154 -2.5348
13 S 1.0610 -1.6945 -0.1294
14 S -0.6114 -0.6112 2.7156

Atoms 1-6, force components in eV/Å:
C 2.13 -1.55 0.08
C 1.19 0.63 -0.58
C 1.13 0.49 2.39
H 0.12 -0.08 0.10
H -1.22 0.31 -0.38
H -0.45 -0.72 0.12

Values from the calculation:
* LUMO energy: 0.633 eV
* SMILES string: OC[C@@H](S)CS
* energy relative to the best compared isomer or geometry (same formula, charge and spin): 79.4 kJ/mol
* multiplicity: 1
* highest occupied orbital energy: -9.18 eV



Density functional theory data (ωB97M-V with the def2-TZVPD basis set) for the molecule C6H8BFO2 at a distorted geometry.

Element x y z (Å)
1 B 1.1337 -1.4654 1.6950
2 C -2.4073 1.6418 -2.3115
3 C 1.1443 1.0135 1.1839
4 C -1.4194 0.7542 -2.1738
5 C -0.5463 0.6496 -1.0000
6 C 0.9979 -0.2433 0.7408
7 C 0.3290 -0.2881 -0.6851
8 O 1.2314 -1.0296 2.9968
9 O 1.3437 -2.6927 1.1926
10 F 0.6573 -1.3626 -1.4378
11 H -2.8934 1.5851 -3.2994
12 H -2.5247 2.4527 -1.5453
13 H 1.0637 1.7835 0.4693
14 H 1.5455 1.0676 2.1841
15 H -1.3227 0.0224 -2.9508
16 H -0.8911 1.3411 -0.3599
17 H 1.2711 -1.6852 3.7326
18 H 1.2874 -3.5447 1.5685

Atoms 1-6, force components in eV/Å:
B 0.90 0.74 0.55
C 0.84 0.37 -0.06
C 1.20 -2.15 0.48
C 0.18 -0.52 0.01
C -0.87 -1.93 -3.48
C -1.91 0.73 -2.69

Values from the calculation:
* LUMO energy: 0.251 eV
* SMILES string: C=C/C=C(\F)C(=C)B(O)O
* energy relative to the best compared isomer or geometry (same formula, charge and spin): 0.0 kJ/mol
* multiplicity: 1
* highest occupied orbital energy: -8.37 eV



Density functional theory data (ωB97M-V with the def2-TZVPD basis set) for the molecule C19H18BFN4O3 at a distorted geometry.

Element x y z (Å)
1 O -2.6203 0.6114 -2.4558
2 F -6.6522 -4.1372 -3.8514
3 N 1.9599 -0.1839 -2.1192
4 N 0.9374 1.1915 -0.3953
5 O 1.1860 3.5979 6.0749
6 O -0.5022 1.7737 5.9755
7 B 0.6569 2.4327 5.4679
8 C -1.8277 -0.2709 -2.2495
9 C 1.9823 0.6127 -0.9930
10 C 0.7236 -0.4692 -2.4846
11 C -0.2710 1.0182 -0.8805
12 C -4.5196 -4.2297 -2.9634
13 C -5.5384 -2.1237 -3.5607
14 C 1.1436 0.6414 3.6519
15 C 2.1536 2.7976 3.4057
16 C -3.4009 -3.5233 -2.6915
17 C -4.3495 -1.4425 -3.2269
18 C 1.8166 0.2050 2.5254
19 C 2.7611 2.3323 2.2733
20 C -5.6026 -3.4940 -3.3393
21 C 1.3037 1.9542 4.1244
22 C -0.4087 0.0331 -1.8947
23 C -3.3041 -2.1645 -2.7658
24 C 2.7539 1.0348 1.8532
25 N -2.1215 -1.6113 -2.4242
26 N 3.2480 0.8257 -0.4555
27 C 4.3179 0.7670 -1.4465
28 C 3.6368 0.4624 0.8763
29 H 1.0047 4.1380 6.9073
30 H -0.8596 2.1970 6.8378
31 H 0.5302 -1.1308 -3.2519
32 H -1.1415 1.4239 -0.4617
33 H -4.5970 -5.2831 -2.8750
34 H -6.4506 -1.6420 -3.9025
35 H 0.3051 0.0505 4.0107
36 H 2.4761 3.6950 3.8926
37 H -2.4736 -4.0459 -2.3127
38 H -4.2021 -0.3655 -3.2098
39 H 1.7033 -0.7781 2.1163
40 H 3.5178 2.8216 1.7807
41 H -1.2796 -2.2086 -2.2509
42 H 3.9564 1.0910 -2.4677
43 H 4.6674 -0.2490 -1.6369
44 H 5.0330 1.4194 -1.1800
45 H 3.7403 -0.6082 0.8806
46 H 4.6071 0.8334 1.0924

Atoms 1-6, force components in eV/Å:
O -0.63 0.93 0.42
F -1.09 -0.53 0.24
N -0.55 0.99 1.50
N 0.19 0.94 0.47
O -0.03 0.19 0.58
O 0.69 1.67 1.50

Values from the calculation:
* LUMO energy: 0.291 eV
* SMILES string: CN(Cc1ccc(B(O)O)cc1)c1ncc(C(=O)Nc2ccc(F)cc2)cn1
* energy relative to the best compared isomer or geometry (same formula, charge and spin): 207.8 kJ/mol
* multiplicity: 1
* highest occupied orbital energy: -8.40 eV